Molecular formula: C5H11NOS
Method: DFT, ωB97M-V/def2-TZVPD

Positions of all 19 atoms, in Å:
C: -0.742 -2.704 -0.445
S: -0.158 -1.641 -1.815
C: -0.839 0.010 -1.349
C: 0.251 0.913 -0.790
C: 0.573 0.702 0.684
N: -0.433 1.198 1.588
C: 1.887 1.366 1.077
O: 2.561 2.008 0.310
H: -0.266 -3.673 -0.553
H: -1.821 -2.838 -0.521
H: -0.548 -2.255 0.526
H: -1.138 0.418 -2.316
H: -1.733 -0.121 -0.758
H: 1.104 0.833 -1.463
H: -0.052 1.967 -0.812
H: 0.711 -0.376 0.874
H: -1.258 0.720 1.805
H: -0.347 2.172 1.828
H: 2.248 1.301 2.130

As for the LUMO energy: 0.775 eV. Its charge is 0. The total energy comes out at -19735.4414 eV. The energy above the lowest of the compared OMol25 structures with the same formula, charge and spin is 1.654 eV.